The following is a quantum chemistry calculation of a structure of composition C42H65KN8O2SbSi3 at a distorted geometry, from the OMol25 dataset.

```
122
Properties=species:S:1:pos:R:3:mulliken_charge:R:1
K 0.17004 -0.16304 0.16575 1.6330
C 4.03257 2.00166 1.38597 -0.1193
C 4.88774 0.87232 1.50874 -1.4137
C 4.33330 -0.33237 1.83122 -0.6437
C 2.95280 -0.50725 2.03299 0.5663
N 2.13439 0.65109 1.97407 0.6379
C 2.71831 1.85661 1.64319 -0.0922
C 2.38882 -1.80080 2.18278 0.5551
C 3.19492 -2.85571 2.69147 -1.1466
C 2.71496 -4.13199 2.73862 -1.1950
C 1.42148 -4.37785 2.26306 -0.9002
C 0.66638 -3.29969 1.81745 -0.4318
N 1.09374 -2.03812 1.80118 0.5249
C -0.64264 -3.66566 1.23640 0.6968
C -1.44631 -4.62128 1.87518 -0.7277
C -2.51739 -5.17014 1.19621 -0.6673
C -2.75937 -4.75072 -0.10480 -0.9432
C -1.95925 -3.74304 -0.62203 0.0567
N -0.94607 -3.19578 0.02791 0.1866
H 4.43400 2.95995 1.10277 0.4576
H 5.94630 0.96343 1.34318 0.4235
H 4.97965 -1.19221 1.88194 0.3044
H 2.05019 2.70404 1.63828 -0.1330
H 4.16929 -2.63759 3.09767 0.5229
H 3.31282 -4.93712 3.14128 0.4345
H 1.02501 -5.38070 2.22078 0.5771
H -1.20631 -4.93955 2.87895 0.6086
H -3.13705 -5.92829 1.65411 0.4703
H -3.54394 -5.19197 -0.69809 0.4746
H -2.13612 -3.37647 -1.62338 0.3420
C 2.54190 3.56555 -3.26573 -1.1950
Sb 1.44034 2.74101 -1.57738 -1.1048
C 0.53643 1.17290 -2.79673 0.5394
C 1.53904 0.09037 -2.68472 0.1899
C 2.55726 0.16827 -3.72076 -1.3835
C 3.89041 -0.05269 -3.39698 -0.2208
C 4.19886 -0.70119 -2.23013 -1.6224
C 3.05012 -1.16707 -1.43386 0.0549
N 1.95064 -0.18506 -1.32837 0.8797
Si -0.56226 1.09113 -4.30759 0.9544
C -2.33604 1.70405 -3.89524 -1.2671
C -0.72518 -0.76304 -4.75676 -1.0978
C 0.01073 1.96919 -5.92308 -1.4139
C 0.34175 4.70239 -1.06076 3.5136
C -0.83739 4.21980 -0.34471 -2.2171
C -1.60800 5.04942 0.49409 -0.6829
C -2.70297 4.54570 1.15030 -1.3381
C -3.04349 3.20546 0.95495 -1.1113
C -2.23577 2.45378 0.12754 -0.8560
N -1.15565 2.92941 -0.48100 0.9251
Si 1.48865 5.63407 0.17644 1.2742
C 1.13651 5.01767 1.96086 -1.3676
C 3.32576 5.41286 -0.26762 -0.9211
C 1.26681 7.52590 0.33005 -1.1254
Si -0.21946 5.84757 -2.51199 0.3365
C -1.58495 7.07881 -1.98698 -1.3610
C -0.99057 4.75496 -3.86118 -0.6209
C 1.19110 6.88188 -3.28011 -1.2668
H 3.10469 2.74942 -3.70395 0.4970
H 3.23137 4.34616 -2.96444 0.5180
H 1.83904 3.94735 -3.99932 0.2140
H 2.25513 0.53612 -4.68310 0.2741
H 4.67279 0.22213 -4.08856 0.5101
H 5.19783 -0.92126 -1.90380 0.4807
H 3.32405 -1.56561 -0.45209 0.4747
H -3.04150 0.87831 -3.87141 0.4041
H -2.68894 2.39430 -4.65364 0.4766
H -2.38308 2.21840 -2.94060 0.0776
H -1.24044 -1.33012 -3.98683 0.1002
H 0.26017 -1.20017 -4.87038 0.3210
H -1.26342 -0.90466 -5.68753 0.4781
H 0.24464 3.01620 -5.76817 0.2796
H -0.75398 1.91527 -6.69419 0.4434
H 0.90478 1.49686 -6.31839 0.4288
H -1.33691 6.08432 0.61142 0.5950
H -3.30013 5.17240 1.79894 0.4826
H -3.93501 2.78825 1.40794 0.5842
H -2.46043 1.41677 -0.08473 0.6270
H 2.04641 4.79591 2.50765 0.5973
H 0.50061 4.13748 1.97246 0.0533
H 0.61641 5.79219 2.51288 0.3869
H 3.59104 4.38019 -0.46623 -0.0801
H 3.95541 5.78000 0.53595 0.4972
H 3.56047 5.99762 -1.14915 0.3749
H 0.31172 7.80548 0.76160 0.3521
H 1.35674 8.03036 -0.62356 0.2494
H 2.03972 7.92606 0.97976 0.4056
H -2.46464 6.55844 -1.62382 0.4060
H -1.89606 7.68126 -2.83418 0.4624
H -1.25794 7.76179 -1.21246 0.2878
H -2.06638 4.68116 -3.74378 0.4054
H -0.58391 3.75317 -3.80352 -0.7073
H -0.80058 5.14986 -4.85469 0.5631
H 1.31773 7.83231 -2.77454 0.3883
H 0.95565 7.10744 -4.31552 0.5037
H 2.14543 6.37230 -3.26848 0.3542
O -1.93314 -0.58722 -1.19430 -0.8782
H -1.37090 -1.34328 -1.40337 -0.0252
H -1.89767 -0.04094 -1.99109 -0.0908
O 2.16553 -2.08954 -2.11853 -0.6519
N 1.10345 -1.13952 -2.02772 0.4369
C 1.00172 0.71337 2.86824 -0.4568
H 1.32977 0.90809 3.89662 0.3938
H 0.46819 -0.23062 2.84361 -0.1981
H 0.33561 1.51585 2.55881 0.1447
N -4.53893 -0.65122 3.68572 -0.0021
C -4.58162 -1.11860 2.26724 -1.5215
C -3.13626 -1.13785 1.70839 0.9379
N -2.27029 -0.25997 2.44479 -0.0352
C -2.08645 -0.69401 3.80825 -0.4976
C -3.39851 -1.25388 4.42288 -0.8953
H -5.42704 -0.84271 4.16006 0.3629
H -4.39679 0.36627 3.68394 0.3908
H -5.21057 -0.43264 1.69993 0.3762
H -5.02508 -2.11310 2.23405 0.4572
H -3.13426 -0.84938 0.65975 0.1356
H -2.71905 -2.14156 1.77386 -0.2418
H -2.55575 0.70890 2.35851 0.1076
H -1.71049 0.14097 4.40149 0.6184
H -1.33321 -1.48739 3.82450 -0.0025
H -3.47312 -1.00423 5.48183 0.4139
H -3.45211 -2.33808 4.31097 0.4013
```

energy relative to the best compared isomer or geometry (same formula, charge and spin): 43.2 kJ/mol
frontier orbital gap (spin up / spin down): 0.15972 / 0.15125 Eh
total charge: +1
HOMO level (spin up / spin down): -7.7 / -7.5 eV
molecular weight: 959.2 u
E_tot: -107109.2300 eV
spin multiplicity: 1